{"formula": "C20H40BI2NO11P", "method": "ωB97M-V/def2-TZVPD", "e_lumo_ev": 2.10, "homo_lumo_gap_ev": 7.30, "e_homo_ev": -5.202, "total_charge": -1, "spin_multiplicity": 1, "largest_force_ev_per_a": 1.77, "elements": ["C", "C", "I", "C", "I", "C", "C", "C", "C", "C", "N", "O", "B", "O", "C", "C", "O", "C", "O", "O", "C", "P", "C", "C", "H", "H", "H", "H", "H", "H", "H", "H", "H", "H", "H", "H", "H", "H", "H", "H", "H", "H", "H", "H", "H", "H", "H", "H", "H", "H", "H", "H", "C", "O", "C", "O", "O", "C", "H", "H", "H", "H", "H", "H", "C", "O", "C", "O", "O", "C", "H", "H", "H", "H", "H", "H"], "positions_angstrom": [[-0.041291, -5.286792, -0.931604], [-0.788940, -3.963050, -0.682559], [-2.320574, -4.451816, 0.762150], [0.256038, -2.884522, -0.242656], [0.075428, -2.519465, 1.884713], [0.235958, -1.549319, -1.096489], [1.674383, -1.236660, -1.565799], [2.300827, 0.016211, -0.962538], [2.788476, -0.109011, 0.489843], [4.111159, 0.631031, 0.682676], [5.283514, -0.010982, 0.088402], [-0.221479, -0.490341, -0.273967], [-1.100800, 0.442310, -1.036431], [-0.544370, 1.816758, -0.942503], [-2.700007, 0.518497, -0.553820], [-3.135196, -0.548303, 0.409164], [-4.571549, -0.405692, 0.825731], [-4.773817, 0.121751, 2.032836], [-4.279378, 1.156821, 2.445286], [-1.012580, -0.084710, -2.415648], [-0.806191, -1.458451, -2.239396], [-0.311981, -1.981746, -3.961194], [-0.561603, -3.812289, -4.154660], [-1.514781, -1.142081, -5.060483], [0.681192, -5.468018, -0.140698], [-0.738548, -6.120408, -0.925310], [0.439548, -5.271753, -1.909198], [-1.280237, -3.692107, -1.601708], [1.224010, -3.365652, -0.284311], [1.700525, -1.113523, -2.646017], [2.352627, -2.068428, -1.356527], [3.181270, 0.222843, -1.581078], [1.646156, 0.874730, -1.069516], [2.907119, -1.147163, 0.792289], [2.062311, 0.397261, 1.124998], [4.035848, 1.632514, 0.258646], [4.322204, 0.765471, 1.746134], [5.369852, -0.973818, 0.370039], [5.301628, 0.077974, -0.912995], [-0.183330, 1.923192, -0.067357], [-2.961737, 1.485331, -0.131873], [-3.319257, 0.393287, -1.448705], [-2.559957, -0.553241, 1.329027], [-3.130307, -1.519400, -0.072504], [-5.458976, -0.446608, 2.679502], [-1.767380, -1.931003, -1.992015], [0.389454, -4.232573, -4.469712], [-0.855983, -4.304873, -3.234273], [-1.276550, -4.028075, -4.946812], [-1.897387, -1.800279, -5.836592], [-1.050151, -0.261935, -5.488084], [-2.365962, -0.788209, -4.476210], [-8.573396, 5.594134, 1.588738], [-8.737523, 4.187500, 1.426847], [-7.791323, 3.619116, 0.668887], [-6.881497, 4.198570, 0.145434], [-8.049043, 2.320686, 0.596833], [-7.097373, 1.565039, -0.168498], [-9.395681, 5.926092, 2.216630], [-7.627271, 5.817776, 2.077883], [-8.620876, 6.101459, 0.626730], [-6.106673, 1.629432, 0.270086], [-7.070495, 1.913976, -1.198928], [-7.434704, 0.533388, -0.146804], [7.616555, 1.469300, 1.566066], [8.228630, 2.436578, 2.442454], [8.223041, 2.098968, 3.721022], [7.778540, 1.087080, 4.193289], [8.805223, 3.082726, 4.416409], [8.859939, 2.844015, 5.820939], [7.692421, 1.867955, 0.560856], [8.149564, 0.522589, 1.620445], [6.574879, 1.326591, 1.814363], [9.439654, 1.948588, 6.037868], [7.858177, 2.745130, 6.234650], [9.350002, 3.709626, 6.257607]], "forces_ev_per_a": [[-0.521, -0.011, 0.059], [1.192, -0.841, 0.640], [-0.842, -0.293, -0.734], [-1.359, 0.186, -0.233], [1.062, 0.584, -0.047], [-0.009, 0.373, 1.294], [0.286, 0.267, -0.147], [0.551, -0.311, 0.041], [-0.051, 1.007, -0.406], [0.167, -0.332, 0.050], [0.296, 0.496, 0.220], [-0.352, -0.602, 0.168], [-0.086, 1.330, 0.360], [-0.075, -0.425, -0.744], [-0.165, -0.580, 0.068], [-0.265, 0.673, -0.368], [-0.008, -0.619, 0.724], [0.703, 1.457, 0.156], [-0.325, -1.200, -0.343], [0.313, -0.134, 0.001], [-0.557, -0.094, -1.310], [1.718, 0.200, -0.369], [-0.243, 0.262, -0.110], [-0.875, -0.116, 0.695], [0.156, -0.010, 0.035], [-0.012, -0.119, -0.138], [0.309, 0.096, 0.072], [-0.414, 0.242, 0.302], [0.129, 0.077, -0.167], [-0.184, -0.022, -0.086], [-0.040, -0.166, 0.002], [0.056, 0.015, -0.119], [-0.175, 0.003, -0.044], [-0.101, -0.139, 0.164], [-0.203, -0.432, 0.272], [-0.040, 0.103, -0.046], [-0.069, -0.028, 0.114], [-0.113, -0.212, -0.149], [-0.128, -0.263, -0.182], [0.077, 0.068, 0.381], [0.227, 0.198, 0.070], [-0.007, 0.112, -0.136], [0.167, -0.111, 0.043], [0.088, -0.244, 0.213], [-0.248, -0.123, -0.340], [0.002, -0.080, 0.456], [0.106, -0.075, 0.036], [-0.213, -0.132, -0.204], [-0.213, -0.067, 0.076], [0.170, -0.104, -0.173], [0.135, -0.012, -0.127], [-0.084, 0.019, -0.024], [-0.073, 0.136, 0.088], [-0.087, 0.044, 0.071], [-0.099, -0.126, 0.041], [0.145, 0.136, -0.118], [-0.055, -0.145, 0.002], [0.099, -0.140, -0.125], [-0.035, -0.084, 0.009], [0.048, 0.004, -0.072], [0.083, -0.004, -0.018], [0.037, 0.122, -0.034], [0.034, 0.092, 0.022], [-0.083, 0.026, 0.097], [0.100, 0.012, -0.072], [0.041, 0.022, -0.196], [0.021, 0.083, -0.063], [-0.048, -0.163, 0.092], [0.053, 0.084, 0.048], [0.052, 0.077, 0.149], [0.029, 0.131, 0.040], [-0.065, -0.036, 0.075], [-0.073, -0.050, 0.093], [-0.065, -0.055, -0.005], [-0.008, -0.084, -0.012], [0.010, 0.042, -0.081]], "lowdin_charge": [-0.20, -0.79, 0.77, -0.59, 0.85, -0.45, -0.13, -0.18, -0.20, -0.29, -0.01, -0.08, -0.92, 0.04, -0.04, -0.17, -0.07, -0.38, 0.05, -0.02, -0.44, 0.97, -0.28, -0.29, 0.07, 0.04, 0.07, 0.01, 0.04, 0.06, 0.11, 0.10, 0.10, 0.09, 0.10, 0.12, 0.10, 0.07, 0.06, 0.06, 0.10, 0.10, 0.10, 0.07, 0.14, 0.12, 0.02, -0.01, 0.03, 0.02, 0.02, 0.04, -0.05, 0.00, -0.63, 0.14, 0.01, -0.02, 0.09, 0.10, 0.09, 0.08, 0.10, 0.10, -0.04, 0.01, -0.63, 0.12, 0.00, -0.05, 0.09, 0.10, 0.06, 0.09, 0.10, 0.09]}